Record 1
# C4H14N3O

2 unconnected molecules or ions with the total composition C4H14N3O in a non-equilibrium geometry (the ωB97M-V functional and the def2-TZVPD basis, the Open Molecules 2025 dataset).

## Properties
Spin multiplicity = 1
Electronic energy = -10887.0887 eV
Net charge = +1

Element x y z (Å)
1 C -0.51906 -2.52551 0.86082
2 C -1.26964 -3.64461 1.61697
3 O 0.48877 -1.95397 1.66221
4 H -0.11830 -2.89773 -0.09903
5 H -1.24302 -1.77373 0.57548
6 H -1.57553 -3.19042 2.55631
7 H 1.15298 -2.69013 1.92538
8 H -0.62111 -4.50474 1.77389
9 H -2.19262 -4.00947 1.03934
10 C 0.40425 3.35370 -2.19211
11 C 0.43979 1.59419 -0.46486
12 N -0.22979 0.65293 0.19053
13 N -0.17029 2.21558 -1.46083
14 N 1.66429 1.97337 -0.05599
15 H -1.19574 0.37356 -0.14825
16 H 0.16724 0.11150 0.87628
17 H -1.10229 1.85996 -1.71155
18 H 2.18471 2.61635 -0.56449
19 H 2.13484 1.49214 0.71398
20 H 0.98815 2.99482 -2.96914
21 H 1.01634 3.99485 -1.56364
22 H -0.40397 3.95736 -2.56133

Cartesian forces, eV/Å:
C -0.55 -1.73 -0.54
C -0.84 0.31 -1.26
O 1.85 -1.16 0.63
H 0.07 0.02 0.32
H -0.08 0.50 0.26
H -0.16 -0.37 0.19
H -1.72 1.89 -0.67
H 0.00 0.00 0.17
H 1.34 0.61 0.82
C -0.98 0.05 1.36
C 0.12 0.33 0.58
N -2.86 0.76 -2.47
N -0.37 0.17 -0.23
N -1.06 -1.78 1.17
H 2.01 0.56 0.78
H 1.20 -1.69 1.92
H 0.87 0.53 0.06
H 0.92 1.11 -0.91
H -0.43 0.29 -0.54
H 1.10 -0.54 -1.70
H -0.13 -0.06 0.31
H -0.28 0.20 -0.24

***

Record 2
# C2H6N10O

A molecular structure, C2H6N10O in a non-equilibrium geometry (the ωB97M-V functional and the def2-TZVPD basis, the Open Molecules 2025 dataset).

## Properties
Spin multiplicity = 1
Electronic energy = -19109.4565 eV

Element x y z (Å)
1 C -0.25128 -0.97039 0.02690
2 C 1.57725 0.74780 0.04298
3 N 0.94528 -2.73118 0.12219
4 N -1.50793 1.09679 -0.21707
5 N -0.50628 1.81491 0.39343
6 N 1.81883 -1.66036 -0.04036
7 N -0.21513 -2.29071 0.16340
8 N -1.37201 -0.21506 -0.21101
9 N 0.79512 1.84191 0.11239
10 N 1.03812 -0.49691 0.01635
11 N -3.17984 -0.55625 -0.33579
12 N 2.92888 0.78373 -0.07763
13 O -3.73850 0.44548 0.33864
14 H 3.44348 1.58857 -0.45078
15 H -3.81525 1.07735 -0.30888
16 H -0.85003 2.77755 0.16145
17 H 2.65096 -1.79476 0.46996
18 H -3.07895 -1.45524 0.30441
19 H 3.31727 -0.00323 -0.51055

Cartesian forces, eV/Å:
C -2.62 2.91 0.00
C -4.01 2.28 -0.34
N 1.01 -0.03 0.33
N 1.50 -2.35 -0.08
N -1.80 2.24 -0.66
N -1.30 -0.87 -1.60
N -1.47 -1.58 -0.23
N -0.38 1.44 0.33
N 3.98 -1.84 -0.27
N 1.24 -0.06 0.24
N 1.63 -3.33 0.85
N 1.87 1.33 0.32
O 0.60 -3.56 2.65
H -1.17 -0.04 0.57
H -0.31 2.82 -2.38
H 0.70 -1.05 0.89
H 0.89 0.54 1.12
H -0.77 2.50 -1.04
H 0.40 -1.34 -0.70

***

Record 3
# C47H40ClN2O3P3S2Y

A molecular structure, C47H40ClN2O3P3S2Y (the ωB97M-V functional and the def2-TZVPD basis, the Open Molecules 2025 dataset).

## Properties
Spin multiplicity = 1
Electronic energy = -121622.7544 eV
Net charge = -1

Element x y z (Å)
1 Y 0.74352 -0.31914 -0.46562
2 S 3.68094 0.62530 -1.36316
3 P 3.08254 1.92396 0.07572
4 C 1.42362 1.82753 0.28884
5 P 0.40492 2.26584 1.53726
6 S -1.36036 1.29902 1.36677
7 C 0.97686 1.84937 3.22144
8 C 1.55015 0.59646 3.41725
9 C 1.90727 0.17230 4.68354
10 C 1.69508 0.99717 5.78042
11 C 1.11283 2.24126 5.59801
12 C 0.75091 2.66147 4.32712
13 C 0.13660 4.07391 1.57626
14 C 1.08028 4.94359 2.10877
15 C 0.93269 6.31330 1.97314
16 C -0.15782 6.83025 1.28795
17 C -1.10106 5.96868 0.74600
18 C -0.95714 4.59926 0.89412
19 C 3.65290 3.60788 -0.33249
20 C 2.72565 4.54302 -0.76672
21 C 3.13352 5.81525 -1.13536
22 C 4.47295 6.15958 -1.07239
23 C 5.40994 5.22499 -0.64701
24 C 5.00127 3.95484 -0.28491
25 C 4.05013 1.54060 1.58131
26 C 4.46918 0.23541 1.82022
27 C 5.09953 -0.09064 3.00966
28 C 5.31412 0.87961 3.97819
29 C 4.89440 2.18233 3.75082
30 C 4.27014 2.50575 2.55857
31 H 1.72606 -0.07020 2.57662
32 H 2.35783 -0.80334 4.80664
33 H 1.97696 0.66740 6.77248
34 H 0.93096 2.88861 6.44718
35 H 0.27780 3.62796 4.20872
36 H 1.94565 4.55439 2.63203
37 H 1.68043 6.97586 2.38989
38 H -0.27145 7.90127 1.17593
39 H -1.95415 6.36224 0.20762
40 H -1.69098 3.91930 0.47655
41 H 1.67797 4.26710 -0.80217
42 H 2.39802 6.53940 -1.46144
43 H 4.79187 7.15354 -1.35871
44 H 6.45962 5.48653 -0.60074
45 H 5.73088 3.22103 0.03613
46 H 4.28906 -0.52983 1.07271
47 H 5.41437 -1.11274 3.17939
48 H 5.80040 0.61928 4.91025
49 H 5.04785 2.94639 4.50274
50 H 3.95669 3.52978 2.38939
51 N 0.80176 0.54672 -2.85237
52 C 0.61811 -0.47473 -3.87812
53 C 0.93217 -1.87705 -3.33605
54 O 1.17483 -2.78934 -4.13049
55 N 0.88707 -1.96818 -2.00615
56 C 1.29519 -3.23899 -1.44653
57 C 1.59092 -3.15666 0.06104
58 O 1.63756 -4.17455 0.72766
59 O 1.77417 -1.95279 0.53610
60 H 0.38790 1.43634 -3.10032
61 H 1.80138 0.73304 -2.71363
62 H 1.23755 -0.31006 -4.76679
63 H -0.42886 -0.47391 -4.20570
64 H 2.21127 -3.60015 -1.93330
65 H 0.55424 -4.03648 -1.59485
66 Cl -1.13442 -2.06814 1.10924
67 C -2.84375 -1.83175 0.82298
68 C -3.68819 -2.51225 1.69429
69 C -5.05697 -2.43900 1.51378
70 C -5.57954 -1.70301 0.45725
71 C -4.72451 -1.03547 -0.39518
72 C -3.33879 -1.06167 -0.22252
73 P -2.23894 -0.21271 -1.40496
74 C -2.78376 -1.05944 -2.93266
75 C -3.61787 -0.49916 -3.89541
76 C -3.93936 -1.21061 -5.04242
77 C -3.42984 -2.48498 -5.23869
78 C -2.60355 -3.05259 -4.27918
79 C -2.28538 -2.34518 -3.13360
80 C -2.94302 1.45758 -1.59429
81 C -2.47554 2.20707 -2.67365
82 C -2.85769 3.52590 -2.84576
83 C -3.71847 4.12081 -1.93456
84 C -4.18900 3.38626 -0.85805
85 C -3.80227 2.06529 -0.68676
86 H -3.26035 -3.09457 2.49631
87 H -5.71367 -2.96716 2.19168
88 H -6.64783 -1.65755 0.29791
89 H -5.13235 -0.47662 -1.22852
90 H -4.01834 0.49705 -3.75988
91 H -4.58535 -0.76046 -5.78584
92 H -3.66661 -3.03052 -6.14243
93 H -2.17622 -4.03397 -4.43014
94 H -1.60733 -2.78184 -2.40972
95 H -1.81288 1.75193 -3.39924
96 H -2.47432 4.08790 -3.68712
97 H -4.01473 5.15426 -2.05977
98 H -4.84792 3.84372 -0.13173
99 H -4.14567 1.52410 0.18362

Cartesian forces, eV/Å:
Y -0.49 0.84 -0.16
S -0.15 0.19 0.34
P 0.19 -0.29 -0.20
C 0.26 0.00 0.18
P -0.12 -0.08 0.05
S 0.35 0.03 0.00
C -0.05 0.09 0.07
C 0.05 -0.14 -0.14
C 0.04 0.00 0.07
C 0.01 -0.03 0.00
C 0.03 -0.01 0.09
C -0.05 0.09 -0.01
C -0.23 -0.09 -0.08
C 0.13 -0.03 0.05
C 0.00 0.11 -0.03
C 0.01 0.05 0.01
C -0.02 0.07 -0.01
C 0.01 -0.08 0.01
C 0.09 -0.07 -0.14
C -0.12 -0.05 0.04
C -0.02 0.12 -0.03
C 0.05 0.05 -0.02
C 0.04 0.06 0.00
C 0.01 -0.10 0.02
C 0.03 0.00 -0.02
C -0.04 -0.06 -0.11
C 0.03 -0.04 0.07
C 0.01 -0.02 0.02
C 0.06 -0.05 0.09
C -0.07 0.16 -0.01
H -0.03 0.08 0.04
H 0.01 -0.03 0.02
H 0.01 0.00 0.02
H 0.00 0.00 0.02
H -0.01 -0.02 -0.03
H 0.00 -0.04 -0.01
H 0.00 0.03 0.01
H 0.01 0.02 0.00
H -0.02 0.02 -0.02
H 0.00 -0.02 0.00
H -0.01 -0.03 0.00
H -0.01 0.03 -0.01
H 0.01 0.04 0.00
H 0.01 0.02 -0.01
H 0.01 -0.02 0.01
H 0.00 0.06 0.00
H 0.01 0.00 0.02
H 0.01 0.00 0.01
H 0.01 0.00 0.01
H -0.02 0.00 -0.04
N 0.12 0.19 0.32
C -0.10 -0.23 -0.21
C -0.06 0.02 -0.07
O -0.05 0.03 -0.13
N 0.19 -0.16 -0.01
C 0.14 -0.38 0.01
C 0.02 -0.08 -0.09
O 0.06 -0.05 -0.03
O -0.14 0.01 0.06
H -0.08 0.01 -0.02
H -0.06 0.05 -0.07
H -0.04 -0.06 0.09
H 0.11 -0.03 0.01
H -0.07 -0.01 0.02
H 0.04 0.09 0.02
Cl -0.30 -0.12 -0.19
C 0.14 -0.12 0.23
C -0.08 0.09 -0.10
C 0.06 0.00 0.01
C -0.01 -0.05 0.07
C -0.01 0.08 -0.06
C -0.07 -0.06 0.13
P 0.31 -0.08 0.06
C -0.05 0.08 -0.07
C -0.07 -0.02 -0.01
C -0.02 -0.01 -0.03
C -0.01 -0.01 -0.02
C 0.00 -0.03 -0.03
C 0.08 -0.04 0.02
C -0.02 0.01 -0.13
C 0.01 0.00 0.03
C -0.01 0.07 0.00
C 0.00 0.05 -0.03
C -0.03 -0.01 0.01
C 0.00 -0.04 0.06
H 0.02 -0.03 0.04
H -0.02 -0.01 0.02
H -0.04 0.00 -0.01
H 0.00 0.03 -0.02
H -0.01 -0.02 0.01
H -0.01 -0.01 -0.02
H -0.01 -0.02 -0.03
H 0.00 -0.03 -0.02
H 0.02 0.01 0.03
H 0.06 -0.04 -0.02
H -0.01 0.03 -0.02
H 0.00 0.02 -0.01
H -0.01 0.02 0.01
H -0.01 -0.04 0.00

***

E_LUMO, respectively: -2.927; 0.059; 2.262 eV.
Orbital gap, respectively: 10.67; 6.72; 7.24 eV.
ΔE to the lowest compared entry with this formula, charge and spin, respectively: 24.7; 0.0; 12.4 kcal/mol.